{
  "formula": "C7H24NO4",
  "method": "wB97M-V/def2-TZVPD",
  "species": ["C", "C", "C", "C", "C", "C", "C", "N", "H", "H", "H", "H", "H", "H", "H", "H", "H", "H", "H", "H", "H", "H", "H", "H", "H", "H", "O", "H", "H", "O", "H", "H", "O", "H", "H", "O"],
  "positions_angstrom": [[2.11, 1.18, 1.18], [0.85, 0.25, 1.17], [1.23, -1.13, 1.73], [0.42, -2.23, 1.02], [1.97, -2.58, -0.95], [0.80, -2.19, -0.46], [-0.35, -1.91, -1.41], [-0.27, 0.81, 1.97], [2.52, 1.46, 2.13], [1.87, 1.96, 0.47], [2.92, 0.52, 0.83], [0.61, 0.11, 0.12], [2.31, -1.24, 1.60], [1.23, -1.15, 2.82], [0.74, -3.24, 1.35], [-0.66, -2.11, 1.20], [2.38, -2.51, -1.95], [2.94, -2.70, -0.43], [0.04, -2.06, -2.41], [-1.13, -2.64, -1.11], [-0.73, -0.90, -1.43], [-0.92, 0.01, 2.16], [0.00, 1.33, 2.81], [-0.80, 1.40, 1.33], [-1.24, 1.69, -2.72], [-2.80, 1.59, -2.62], [-1.98, 1.65, -2.11], [0.99, 1.62, -1.85], [1.88, 2.06, -2.99], [1.06, 1.58, -2.81], [-3.21, -0.78, 0.34], [-3.32, 0.45, 1.17], [-2.75, -0.32, 1.05], [-1.64, 2.53, -0.61], [-1.83, 3.67, 0.39], [-1.64, 2.72, 0.36]],
  "mulliken_charge": [-1.57, 1.11, -1.47, -0.57, -1.15, 0.83, -1.01, 0.11, 0.48, 0.34, 0.36, -0.48, 0.52, 0.43, 0.41, 0.29, 0.32, 0.26, 0.40, 0.28, 0.17, 0.40, 0.41, 0.19, 0.29, 0.28, -0.64, 0.32, 0.31, -0.64, 0.29, 0.27, -0.56, 0.36, 0.31, -0.67],
  "e_lumo_ev": -2.701,
  "charge": 1,
  "max_force_ev_per_a": 3.3,
  "spin_multiplicity": 1
}

=====

{
  "formula": "C7H24O6",
  "method": "wB97M-V/def2-TZVPD",
  "species": ["C", "C", "C", "C", "C", "C", "C", "H", "H", "H", "H", "H", "H", "H", "H", "H", "H", "H", "H", "O", "H", "H", "O", "H", "H", "O", "H", "H", "O", "H", "H", "O", "H", "H", "O", "H", "H"],
  "positions_angstrom": [[-1.47, -1.92, 1.16], [-1.75, -0.78, 1.75], [-0.89, 0.39, 1.65], [-0.11, 0.82, 2.65], [-0.94, 1.06, 0.27], [0.06, 0.80, -0.96], [1.58, 0.64, -0.57], [-0.54, -2.07, 0.77], [-2.05, -2.74, 1.00], [-2.70, -0.54, 2.19], [0.66, 1.60, 2.73], [-0.08, 0.16, 3.56], [-1.87, 0.80, -0.33], [-0.99, 2.13, 0.58], [-0.03, 1.67, -1.50], [-0.18, -0.02, -1.57], [2.15, 1.38, 0.01], [2.07, 0.13, -1.49], [1.67, -0.18, 0.13], [-2.49, -3.33, -2.05], [-3.13, -2.53, -2.14], [-1.97, -3.35, -1.26], [1.90, 3.05, -2.70], [0.96, 3.15, -2.48], [2.35, 2.26, -2.67], [0.78, -3.33, 2.63], [1.07, -3.01, 3.57], [0.24, -4.00, 2.92], [4.36, -0.83, -0.17], [3.66, -1.25, -0.58], [3.98, 0.06, 0.16], [-3.17, -0.83, -3.40], [-2.48, -1.37, -3.64], [-2.76, -0.09, -3.08], [0.43, 3.80, 1.06], [0.32, 4.41, 0.40], [1.36, 3.84, 1.40]],
  "mulliken_charge": [-1.12, -0.54, 0.35, -0.75, -0.49, -0.25, -1.55, 0.30, 0.67, 0.37, 0.23, 0.23, 0.26, 0.35, 0.07, 0.36, 0.25, 0.50, 0.68, -0.67, 0.40, 0.31, -0.62, 0.33, 0.30, -0.61, 0.32, 0.29, -0.61, 0.33, 0.35, -0.66, 0.32, 0.31, -0.55, 0.26, 0.30],
  "e_lumo_ev": 0.242,
  "max_force_ev_per_a": 5.1,
  "smiles": "C=CC(=C)CCC.O.O.O.O.O.O",
  "spin_multiplicity": 1
}

=====

{
  "formula": "C7H25Br6N3O3",
  "method": "wB97M-V/def2-TZVPD",
  "species": ["N", "H", "H", "H", "H", "N", "H", "H", "H", "H", "N", "H", "H", "H", "H", "O", "C", "O", "O", "H", "Br", "C", "C", "Br", "H", "H", "H", "H", "Br", "C", "C", "Br", "H", "H", "H", "H", "Br", "C", "C", "Br", "H", "H", "H", "H"],
  "positions_angstrom": [[-1.64, -6.06, -0.01], [-1.51, -6.23, 0.98], [-2.53, -6.52, -0.14], [-0.99, -6.41, -0.69], [-1.68, -5.05, -0.01], [-5.54, -0.47, -1.12], [-6.21, 0.22, -0.81], [-4.60, -0.16, -0.91], [-5.62, -0.31, -2.11], [-5.60, -1.47, -1.02], [-0.60, 4.24, -3.71], [-0.84, 3.89, -2.79], [0.39, 4.47, -3.73], [-1.13, 5.09, -3.81], [-0.88, 3.72, -4.53], [0.26, 0.16, 0.99], [-0.84, -0.04, 0.18], [-1.40, 0.93, -0.26], [-1.15, -1.17, -0.12], [0.32, 1.11, 0.88], [3.26, -5.44, -2.55], [4.13, -3.73, -3.17], [3.42, -2.52, -2.52], [4.55, -0.95, -2.94], [4.17, -3.66, -4.26], [5.11, -3.93, -2.73], [3.41, -2.53, -1.43], [2.45, -2.28, -2.95], [5.92, -2.16, 5.15], [5.61, -1.18, 3.47], [6.77, -1.28, 2.51], [7.07, -3.21, 2.09], [5.22, -0.18, 3.62], [4.73, -1.56, 2.95], [7.69, -0.92, 2.97], [6.62, -0.82, 1.54], [-3.14, 7.54, 2.47], [-4.87, 6.50, 2.78], [-4.72, 5.04, 2.48], [-6.51, 4.09, 2.42], [-5.61, 6.99, 2.15], [-5.13, 6.64, 3.83], [-4.17, 4.65, 3.33], [-4.18, 4.97, 1.53]],
  "mulliken_charge": [-0.47, 0.39, 0.39, 0.36, 0.33, -0.46, 0.38, 0.30, 0.38, 0.37, -0.50, 0.35, 0.38, 0.39, 0.37, -0.43, 0.63, -0.72, -0.73, 0.28, -0.20, -0.57, -0.57, -0.16, 0.41, 0.37, 0.38, 0.35, -0.11, -0.62, -0.59, -0.13, 0.41, 0.34, 0.35, 0.36, -0.15, -0.63, -0.51, -0.19, 0.38, 0.37, 0.36, 0.36],
  "e_lumo_ev": -5.768,
  "charge": 2,
  "max_force_ev_per_a": 5.1,
  "spin_multiplicity": 1
}